Record 1
# C24H30N2O

A single C24H30N2O molecule (ωB97M-V with the def2-TZVPD basis set, the Open Molecules 2025 dataset).

```
! RIJCOSX wB97M-V def2-TZVPD def2/J DEFGRID3
* xyz 0 1
C -2.07 -7.75 0.37
C -2.35 -6.58 0.37
C -2.67 -5.21 0.38
C -2.32 -4.41 1.47
C -2.64 -3.07 1.48
C -3.33 -2.49 0.41
C -3.63 -1.02 0.44
N -2.40 -0.28 0.67
C -2.62 1.10 1.05
C -1.26 1.70 1.45
N -0.25 1.61 0.41
C -0.32 2.63 -0.62
C 1.07 2.96 -1.15
C 2.00 3.44 -0.02
C 3.41 3.53 -0.50
C 3.95 4.74 -0.93
C 5.24 4.81 -1.40
C 6.03 3.67 -1.47
C 5.50 2.46 -1.05
C 4.21 2.39 -0.57
C -0.15 0.25 -0.10
C 0.55 -0.64 0.93
C 1.22 -1.88 0.32
O 0.32 -2.82 -0.22
C -1.52 -0.33 -0.48
C -3.68 -3.29 -0.67
C -3.36 -4.64 -0.69
H -1.82 -8.77 0.36
H -1.79 -4.85 2.30
H -2.37 -2.44 2.32
H -4.31 -0.81 1.28
H -4.14 -0.71 -0.49
H -3.06 1.69 0.23
H -3.29 1.14 1.91
H -0.89 1.16 2.32
H -1.38 2.75 1.73
H -0.97 2.34 -1.47
H -0.75 3.53 -0.18
H 1.51 2.07 -1.61
H 1.00 3.73 -1.92
H 1.92 2.72 0.79
H 1.65 4.41 0.34
H 3.34 5.64 -0.88
H 5.65 5.76 -1.73
H 7.04 3.73 -1.84
H 6.11 1.57 -1.09
H 3.80 1.45 -0.24
H 0.47 0.28 -1.00
H -0.18 -0.97 1.68
H 1.32 -0.05 1.43
H 1.85 -2.36 1.09
H 1.86 -1.59 -0.52
H -0.31 -3.07 0.47
H -1.94 0.25 -1.33
H -1.40 -1.36 -0.80
H -4.20 -2.86 -1.51
H -3.64 -5.25 -1.53
*
```

Its energy above the lowest of the compared OMol25 structures with the same formula, charge and spin is 2.891 eV. For the HOMO energy, the calculation gives -8.09 eV. The HOMO-LUMO gap comes out at 0.322 hartree. As for the SMILES: C#Cc1ccc(CN2CCN(CCCc3ccccc3)[C@@H](CCO)C2)cc1.

Mulliken population analysis, charges in e, atoms 1 to 5:
1. C 0.175
2. C -0.847
3. C 0.530
4. C -0.922
5. C -0.298

=====

Record 2
# C3H7NO

A 2-piece molecular cluster, C3H7NO overall in a non-equilibrium geometry (ωB97M-V with the def2-TZVPD basis set, the Open Molecules 2025 dataset).

```
! RIJCOSX wB97M-V def2-TZVPD def2/J DEFGRID3
* xyz 0 1
C 0.61 -1.65 1.46
N 0.36 -0.42 1.12
C -0.93 -0.67 0.50
O -1.26 -1.32 -0.45
H 0.93 -2.34 0.67
H 0.66 -1.91 2.52
H -1.71 -0.14 1.06
C 0.28 1.73 -1.43
H -0.73 1.64 -1.82
H 0.06 1.88 -0.37
H 0.74 0.74 -1.43
H 0.98 2.46 -1.82
*
```

Its energy above the lowest of the compared OMol25 structures with the same formula, charge and spin is 4.153 eV. For the HOMO energy, the calculation gives -9.45 eV. The HOMO-LUMO gap comes out at 0.324 hartree. As for the SMILES: C=NC=O.C.

Mulliken population analysis, charges in e, atoms 1 to 5:
1. C -0.308
2. N -0.306
3. C 0.079
4. O -0.475
5. H 0.302

=====

Record 3
# C4H12O3

A 3-piece molecular cluster, C4H12O3 overall in a non-equilibrium geometry (ωB97M-V with the def2-TZVPD basis set, the Open Molecules 2025 dataset).

```
! RIJCOSX wB97M-V def2-TZVPD def2/J DEFGRID3
* xyz 0 1
C -2.76 -0.91 1.14
C -1.39 -1.25 0.40
C -0.45 -2.12 1.21
C -0.94 0.12 -0.13
O -1.01 0.46 -1.27
H -3.23 -1.82 1.51
H -3.31 -0.19 0.49
H -2.48 -0.36 2.04
H -1.73 -1.62 -0.58
H -0.56 -3.12 0.81
H -0.57 -1.92 2.28
H 0.62 -1.95 1.02
H -0.27 0.65 0.62
O 3.55 2.21 -2.96
H 2.74 1.86 -3.34
H 4.14 2.33 -3.72
O 2.36 2.80 0.04
H 2.81 2.17 -0.53
H 2.48 2.66 0.98
*
```

Its energy above the lowest of the compared OMol25 structures with the same formula, charge and spin is 1.234 eV. For the HOMO energy, the calculation gives -9.51 eV. The HOMO-LUMO gap comes out at 0.377 hartree. As for the SMILES: CC(C)C=O.O.O.

Mulliken population analysis, charges in e, atoms 1 to 5:
1. C -1.325
2. C 0.512
3. C -1.260
4. C -0.090
5. O -0.483

=====

Record 4
# C20H31N3O2

A single C20H31N3O2 molecule in a non-equilibrium geometry (ωB97M-V with the def2-TZVPD basis set, the Open Molecules 2025 dataset).

```
! RIJCOSX wB97M-V def2-TZVPD def2/J DEFGRID3
* xyz 0 1
C 1.81 -1.92 5.81
C 0.88 -1.11 4.92
C 1.02 -1.45 3.44
C 2.39 -1.06 2.87
C 2.40 -1.05 1.34
C 2.27 -2.44 0.73
C 2.16 -2.40 -0.79
C 0.85 -1.88 -1.30
C 0.65 -1.88 -2.79
N -0.01 -1.49 -0.45
N -1.23 -1.06 -0.83
C -2.04 -0.40 0.04
O -1.77 -0.12 1.18
C -3.39 -0.04 -0.61
C -3.16 0.73 -1.89
O -2.60 0.23 -2.86
N -3.62 2.00 -1.89
C -3.30 2.93 -2.95
C -2.17 3.87 -2.53
C -0.95 3.07 -2.14
C -0.07 2.62 -3.11
C 1.02 1.84 -2.76
C 1.23 1.49 -1.44
C 0.35 1.93 -0.46
C -0.74 2.72 -0.82
H 1.62 -1.70 6.86
H 1.67 -2.99 5.65
H 2.85 -1.68 5.60
H 1.06 -0.05 5.07
H -0.16 -1.31 5.22
H 0.25 -0.92 2.88
H 0.86 -2.52 3.30
H 3.16 -1.74 3.23
H 2.64 -0.06 3.22
H 3.34 -0.59 1.00
H 1.57 -0.44 0.99
H 3.13 -3.04 1.01
H 1.37 -2.92 1.12
H 2.29 -3.41 -1.20
H 2.96 -1.78 -1.21
H 0.25 -0.92 -3.13
H 1.58 -2.08 -3.30
H -0.07 -2.66 -3.07
H -1.50 -1.06 -1.81
H -3.89 -0.98 -0.86
H -3.98 0.51 0.11
H -3.97 2.39 -1.03
H -4.20 3.50 -3.21
H -2.99 2.33 -3.81
H -1.94 4.53 -3.37
H -2.50 4.49 -1.69
H -0.23 2.88 -4.15
H 1.70 1.50 -3.52
H 2.08 0.88 -1.16
H 0.49 1.66 0.57
H -1.42 3.06 -0.05
*
```

Its energy above the lowest of the compared OMol25 structures with the same formula, charge and spin is 1.604 eV. For the HOMO energy, the calculation gives -8.81 eV. The HOMO-LUMO gap comes out at 0.349 hartree. As for the SMILES: CCCCCCC/C(C)=N/NC(=O)CC(=O)NCCc1ccccc1.

Mulliken population analysis, charges in e, atoms 1 to 5:
1. C -1.221
2. C -0.628
3. C 0.056
4. C -1.085
5. C 0.337

=====

Record 5
# CH5OS

A 2-piece molecular cluster, CH5OS overall (ωB97M-V with the def2-TZVPD basis set, the Open Molecules 2025 dataset).

```
! RIJCOSX wB97M-V def2-TZVPD def2/J DEFGRID3
* xyz -1 1
S -2.26 -1.06 0.92
H -2.52 -0.49 2.10
C 1.03 0.34 -0.78
O 0.56 0.41 0.55
H 2.06 -0.02 -0.74
H 0.42 -0.35 -1.38
H 0.98 1.31 -1.27
H -0.27 -0.13 0.60
*
```

Its energy above the lowest of the compared OMol25 structures with the same formula, charge and spin is 0.168 eV. For the HOMO energy, the calculation gives -2.83 eV. The HOMO-LUMO gap comes out at 0.258 hartree.

Mulliken population analysis, charges in e, atoms 1 to 5:
1. S -0.880
2. H -0.032
3. C -0.460
4. O -0.406
5. H 0.178

=====

Record 6
# C10H19BrN2O

A 2-piece molecular cluster, C10H19BrN2O overall in a non-equilibrium geometry (ωB97M-V with the def2-TZVPD basis set, the Open Molecules 2025 dataset).

```
! RIJCOSX wB97M-V def2-TZVPD def2/J DEFGRID3
* xyz 0 1
C -2.56 -2.81 -0.50
C -1.52 -2.12 -1.32
C -2.19 -2.38 1.00
C -1.77 -0.62 -1.33
C -2.50 -0.92 1.19
C -2.04 0.04 0.05
C 1.72 2.61 1.37
C 2.72 0.69 0.00
C 2.18 2.87 -1.04
C 1.83 1.93 0.06
N -0.12 0.59 0.56
N 0.33 1.46 -0.18
O -0.12 2.04 -1.17
Br -2.96 1.67 0.06
H -3.56 -2.50 -0.73
H -2.48 -3.92 -0.77
H -0.53 -2.38 -0.82
H -1.45 -2.39 -2.49
H -2.77 -2.91 1.73
H -1.17 -2.79 1.23
H -1.07 -0.09 -1.86
H -2.66 -0.35 -2.01
H -3.65 -0.89 1.31
H -1.82 -0.56 1.97
H 1.50 2.01 2.19
H 2.67 3.30 1.43
H 0.88 3.28 1.36
H 2.73 0.28 0.98
H 3.75 0.87 -0.23
H 2.21 0.13 -0.67
H 3.11 3.13 -0.94
H 1.84 2.29 -1.91
H 1.68 3.79 -0.96
*
```

Its energy above the lowest of the compared OMol25 structures with the same formula, charge and spin is 2.788 eV. For the HOMO energy, the calculation gives -8.80 eV. The HOMO-LUMO gap comes out at 0.349 hartree.

Mulliken population analysis, charges in e, atoms 1 to 5:
1. C -0.644
2. C -0.521
3. C -0.826
4. C -0.833
5. C -0.634

=====

Record 7
# C5H15NO

A 2-piece molecular cluster, C5H15NO overall in a non-equilibrium geometry (ωB97M-V with the def2-TZVPD basis set, the Open Molecules 2025 dataset).

```
! RIJCOSX wB97M-V def2-TZVPD def2/J DEFGRID3
* xyz 0 1
C -0.74 -1.94 0.08
C -0.76 -0.41 0.10
C -1.86 0.00 1.11
C 0.65 0.13 0.59
C 0.63 1.66 0.55
N 0.32 2.29 -0.71
H -1.76 -2.18 -0.28
H -0.66 -2.29 1.11
H -0.07 -2.42 -0.61
H -0.90 0.15 -0.83
H -2.79 -0.50 0.80
H -2.06 1.07 1.13
H -1.61 -0.42 2.08
H 1.41 -0.32 -0.04
H 0.78 -0.21 1.63
H 1.43 2.20 1.07
H -0.29 1.85 1.12
H 0.99 2.49 -1.44
H -0.43 2.96 -0.77
O 2.29 -1.37 -2.00
H 2.26 -1.53 -2.95
H 3.19 -1.21 -1.75
*
```

Its energy above the lowest of the compared OMol25 structures with the same formula, charge and spin is 1.041 eV. For the HOMO energy, the calculation gives -8.51 eV. The HOMO-LUMO gap comes out at 0.340 hartree. As for the SMILES: CC(C)CCN.O.

Mulliken population analysis, charges in e, atoms 1 to 5:
1. C -1.381
2. C 0.358
3. C -1.440
4. C -0.351
5. C -0.577

=====

Record 8
# C10H38B5Br6O4S2V

C10H38B5Br6O4S2V as an isolated structure in a non-equilibrium geometry (ωB97M-V with the def2-TZVPD basis set, the Open Molecules 2025 dataset).

```
! RIJCOSX wB97M-V def2-TZVPD def2/J DEFGRID3
* xyz -2 3
V 1.45 1.50 -0.69
B 1.53 2.52 -2.67
H 0.61 2.58 -2.04
H 1.50 3.48 -3.31
H 2.48 2.55 -2.07
H 1.49 1.56 -3.30
B 3.24 0.52 0.49
H 3.36 1.37 -0.24
H 3.70 -0.47 0.14
H 3.75 0.75 1.50
H 2.13 0.43 0.63
B 1.72 -0.69 -1.96
H 2.56 0.06 -1.92
H 1.65 -1.26 -0.96
H 0.78 -0.06 -2.02
H 1.85 -1.39 -2.87
B -0.58 0.84 0.10
H 0.25 0.11 -0.06
H -1.65 0.40 0.15
H -0.27 1.28 1.13
H -0.56 1.63 -0.69
B 1.66 3.44 0.46
H 2.57 3.20 -0.15
H 1.54 2.47 1.01
H 1.78 4.33 1.18
H 0.76 3.47 -0.21
C -1.31 3.23 1.63
Br -2.84 2.32 2.45
Br 0.16 3.42 2.90
Br -1.76 4.94 0.81
H -0.98 2.59 0.82
C -3.90 1.84 -1.62
Br -5.22 0.73 -2.51
Br -4.86 3.35 -0.84
Br -2.68 2.57 -2.95
H -3.36 1.27 -0.87
C -2.08 -1.52 -2.47
C -2.65 -2.05 -1.12
C -1.72 -3.18 -0.64
S -0.86 -3.77 -2.18
O -1.21 -5.15 -2.48
O 0.53 -3.38 -2.14
C -1.73 -2.67 -3.38
H -1.28 -0.80 -2.28
H -2.83 -0.84 -2.89
H -3.64 -2.45 -1.35
H -2.79 -1.27 -0.37
H -2.18 -4.11 -0.31
H -1.05 -2.95 0.18
H -2.64 -3.26 -3.53
H -1.16 -2.63 -4.30
C -0.01 -0.53 3.11
C -0.15 -2.03 3.43
C 1.05 -2.67 2.76
S 2.45 -1.67 3.37
O 3.42 -1.63 2.28
O 2.77 -2.06 4.73
C 1.45 -0.13 3.41
H -0.71 0.04 3.71
H -0.21 -0.31 2.06
H -1.11 -2.39 3.07
H -0.03 -2.16 4.51
H 0.98 -2.46 1.68
H 1.34 -3.72 2.74
H 1.76 0.55 2.61
H 1.76 0.31 4.36
*
```

Its energy above the lowest of the compared OMol25 structures with the same formula, charge and spin is 0.000 eV. For the HOMO energy (alpha / beta), the calculation gives -2.89 / -3.05 eV. The HOMO-LUMO gap (alpha / beta) comes out at 0.234 / 0.240 hartree.

Mulliken population analysis, charges in e, atoms 1 to 5:
1. V -0.696
2. B 1.128
3. H -0.310
4. H -0.254
5. H 0.092

=====

Record 9
# C35H92NO15PSi2

C35H92NO15PSi2 as an isolated structure in a non-equilibrium geometry (ωB97M-V with the def2-TZVPD basis set, the Open Molecules 2025 dataset).

```
! RIJCOSX wB97M-V def2-TZVPD def2/J DEFGRID3
* xyz 0 1
C -5.50 -4.38 2.09
C -4.21 -4.48 2.92
C -3.34 -3.21 2.86
C -1.94 -3.55 2.37
N -1.03 -2.40 2.28
Si -0.76 -1.69 0.73
C -0.74 -2.91 -0.72
C -1.95 -2.72 -1.60
C -3.24 -2.88 -1.06
C -4.39 -2.70 -1.81
C -4.27 -2.34 -3.15
C -3.00 -2.20 -3.71
C -1.84 -2.38 -2.96
C -0.52 -2.23 -3.66
C 0.99 -0.93 0.81
P 1.53 -0.06 -0.64
O 2.45 -0.86 -1.46
O 2.31 1.27 -0.16
O 0.27 0.47 -1.45
O -1.82 -0.45 0.36
Si -1.81 0.93 1.26
H -5.31 -4.69 1.07
H -5.92 -3.38 2.11
H -6.24 -5.08 2.48
H -4.42 -4.77 3.94
H -3.64 -5.30 2.50
H -3.26 -2.83 3.88
H -3.82 -2.47 2.22
H -2.03 -4.10 1.43
H -1.53 -4.26 3.09
H -1.36 -1.67 2.90
H 0.15 -2.74 -1.31
H -0.72 -3.94 -0.37
H -3.32 -3.16 -0.02
H -5.36 -2.83 -1.36
H -5.17 -2.18 -3.73
H -2.91 -1.93 -4.75
H -0.14 -3.21 -3.94
H 0.25 -1.74 -3.07
H -0.64 -1.67 -4.59
H 1.65 -1.79 0.86
H 1.14 -0.38 1.73
H 1.84 1.71 0.57
H 0.57 1.23 -1.98
H -3.19 1.35 1.53
H -1.04 0.74 2.50
H -1.17 2.01 0.46
C 3.67 5.14 -0.95
C 2.58 4.83 0.06
O 1.36 4.48 -0.58
H 3.36 5.96 -1.59
H 4.60 5.41 -0.45
H 3.86 4.27 -1.58
H 2.38 5.70 0.69
H 2.89 4.00 0.71
H 1.53 3.71 -1.13
C -0.41 0.98 6.44
C -0.08 0.03 5.30
O -1.24 -0.68 4.86
H -0.84 0.44 7.28
H 0.49 1.49 6.79
H -1.14 1.73 6.12
H 0.63 -0.73 5.62
H 0.35 0.58 4.46
H -1.89 -0.02 4.57
C 2.67 4.16 -5.05
C 3.07 2.88 -4.33
O 1.97 2.31 -3.63
H 2.27 4.88 -4.33
H 3.51 4.60 -5.57
H 1.88 3.96 -5.78
H 3.84 3.09 -3.59
H 3.47 2.15 -5.04
H 1.29 2.10 -4.27
C 1.80 -5.89 -3.83
C 0.67 -6.15 -4.81
O 0.28 -4.95 -5.50
H 1.50 -5.14 -3.10
H 2.07 -6.80 -3.31
H 2.68 -5.50 -4.35
H -0.22 -6.51 -4.29
H 0.97 -6.90 -5.55
H 1.05 -4.63 -5.97
C 2.78 -9.00 -0.19
C 1.75 -7.89 -0.30
O 0.75 -8.19 -1.27
H 3.26 -9.17 -1.16
H 3.55 -8.74 0.54
H 2.31 -9.93 0.11
H 2.22 -6.96 -0.62
H 1.28 -7.71 0.67
H 0.31 -9.00 -1.01
C -1.18 5.81 3.51
C -0.61 4.40 3.50
O -1.62 3.42 3.28
H -1.95 5.90 4.28
H -0.40 6.55 3.71
H -1.64 6.04 2.55
H -0.17 4.16 4.47
H 0.16 4.31 2.74
H -2.02 3.62 2.42
C -0.74 7.44 -4.73
C -0.36 6.17 -5.46
O 0.65 6.41 -6.45
H -1.10 8.19 -5.44
H -1.53 7.25 -4.00
H 0.12 7.86 -4.21
H -1.21 5.76 -6.00
H 0.00 5.42 -4.75
H 1.42 6.76 -6.00
C -1.11 8.63 -9.19
C -0.73 7.46 -10.09
O 0.67 7.21 -10.06
H -0.58 9.53 -9.49
H -2.18 8.82 -9.22
H -0.82 8.41 -8.16
H -0.99 7.68 -11.13
H -1.27 6.56 -9.78
H 0.90 7.00 -9.15
C 0.41 -2.32 9.68
C 1.36 -2.41 8.50
O 0.73 -2.97 7.35
H 0.02 -3.31 9.93
H 0.92 -1.91 10.56
H -0.43 -1.68 9.43
H 2.20 -3.06 8.73
H 1.76 -1.42 8.25
H -0.02 -2.40 7.12
C -2.86 2.51 10.37
C -2.55 1.19 9.69
O -1.16 0.89 9.73
H -2.31 3.32 9.90
H -3.93 2.74 10.31
H -2.57 2.47 11.42
H -2.82 1.23 8.63
H -3.11 0.37 10.15
H -0.90 0.84 10.65
C 5.32 -2.06 -2.56
C 5.56 -2.83 -3.84
O 4.35 -3.44 -4.29
H 4.93 -2.72 -1.79
H 6.24 -1.60 -2.19
H 4.58 -1.28 -2.71
H 6.27 -3.64 -3.69
H 5.95 -2.17 -4.62
H 3.70 -2.74 -4.44
*
```

For the HOMO energy, the calculation gives -8.23 eV. The HOMO-LUMO gap comes out at 0.316 hartree.

Mulliken population analysis, charges in e, atoms 1 to 5:
1. C -1.242
2. C -0.676
3. C -0.314
4. C -1.021
5. N -0.004

=====

Record 10
# C5H5NO

C5H5NO as an isolated structure in a non-equilibrium geometry (ωB97M-V with the def2-TZVPD basis set, the Open Molecules 2025 dataset).

```
! RIJCOSX wB97M-V def2-TZVPD def2/J DEFGRID3
* xyz 0 1
O 1.17 1.45 0.85
C 0.08 0.95 0.59
C -1.20 1.49 1.06
C -2.38 1.69 1.19
C -0.07 -0.38 -0.11
C 1.11 -1.39 -1.29
N 1.18 -1.12 0.05
H -3.45 1.81 1.22
H -0.98 -0.87 0.28
H 2.03 -1.17 -1.88
H 0.64 -2.31 -1.67
H 1.85 -0.35 0.12
*
```

Its energy above the lowest of the compared OMol25 structures with the same formula, charge and spin is 5.785 eV. For the HOMO energy (alpha / beta), the calculation gives -8.41 / -8.41 eV. The HOMO-LUMO gap (alpha / beta) comes out at 0.282 / 0.282 hartree.

Mulliken population analysis, charges in e, atoms 1 to 5:
1. O -0.597
2. C 0.493
3. C -0.420
4. C 0.025
5. C -0.442

=====

Record 11
# H24O12

A 12-piece molecular cluster, H24O12 overall in a non-equilibrium geometry (ωB97M-V with the def2-TZVPD basis set, the Open Molecules 2025 dataset).

```
! RIJCOSX wB97M-V def2-TZVPD def2/J DEFGRID3
* xyz 1 2
O -0.43 -0.28 -0.32
H 0.27 0.30 -0.02
H -0.94 -0.48 0.46
O 3.18 -1.03 -0.87
H 3.08 -0.13 -0.55
H 2.91 -1.58 -0.14
O 1.47 2.04 -2.84
H 1.51 2.96 -3.09
H 1.21 2.05 -1.92
O 0.87 2.79 -0.10
H 1.68 2.42 0.26
H 0.45 3.21 0.64
O 2.00 -1.71 1.61
H 1.95 -0.76 1.54
H 1.33 -1.94 2.26
O -3.76 -0.06 -1.46
H -4.51 -0.66 -1.47
H -3.01 -0.62 -1.66
O -1.26 0.25 4.22
H -1.24 -0.43 4.88
H -1.27 -0.22 3.38
O -1.45 -1.41 -2.59
H -0.97 -1.02 -1.86
H -0.87 -1.28 -3.35
O 0.82 -3.41 -1.20
H 0.88 -2.88 -2.00
H 0.78 -2.77 -0.49
O -1.48 1.99 -1.95
H -2.14 1.30 -1.92
H -0.88 1.79 -1.23
O 2.24 1.14 1.76
H 3.15 1.33 1.57
H 2.08 1.56 2.61
O -2.18 -0.68 1.92
H -2.98 -0.18 1.82
H -2.48 -1.58 2.09
*
```

Its energy above the lowest of the compared OMol25 structures with the same formula, charge and spin is 1.469 eV. For the HOMO energy (alpha / beta), the calculation gives -14.05 / -13.51 eV. The HOMO-LUMO gap (alpha / beta) comes out at 0.389 / 0.107 hartree.

Mulliken population analysis, charges in e, atoms 1 to 5:
1. O -0.562
2. H 0.265
3. H 0.385
4. O -0.592
5. H 0.222